No. 1
17
Properties=species:S:1:pos:R:3:forces:R:3 method="wB97M-V/def2-TZVPD" homo_lumo_gap_ev="8.9279 / 7.9663" de_lowest_ev=5.479 max_force_ev_per_a=3.30 lumo_energy_ha="0.023 / -0.022" homo_ha="-0.3054 / -0.3152"
C 1.11900 -1.12744 -0.81376 1.53 1.90 1.08
C 0.63595 0.19428 -0.06721 0.46 1.00 -2.43
C -0.30645 -0.38587 0.83731 0.15 -2.13 -1.88
C 1.67877 1.13269 0.59051 -1.85 -0.51 2.08
C -2.66821 0.23962 -0.31953 0.05 0.48 3.26
N 0.24749 -2.18467 -0.36019 0.61 0.39 0.61
N -0.46290 -1.72709 0.58570 -1.52 -0.02 1.73
F -2.38724 1.52843 -0.39359 -0.43 0.03 -0.29
F -3.71507 -0.03376 0.48367 0.75 0.46 -0.91
H 1.05383 -1.12729 -1.85357 -0.38 0.47 -1.96
H 2.23198 -1.22819 -0.67928 -0.93 -0.63 0.52
H 0.04595 0.85534 -0.77873 0.69 -0.67 0.36
H -0.60833 0.18753 1.63532 -1.29 0.33 2.07
H 2.03476 0.61173 1.56407 -0.05 1.15 -1.72
H 1.19494 2.14301 0.83918 0.66 -1.52 -0.15
H 2.39990 1.30909 -0.15147 1.54 0.27 -0.49
H -2.49436 -0.38740 -1.11845 0.02 -1.00 -1.87



No. 2
15
Properties=species:S:1:pos:R:3:forces:R:3 method="wB97M-V/def2-TZVPD" homo_lumo_gap_ev="8.0205 / 7.9421" de_lowest_ev=4.567 max_force_ev_per_a=3.86 lumo_energy_ha="-0.007 / -0.006" homo_ha="-0.3017 / -0.2977"
C -2.08520 -0.14878 1.29942 0.32 -1.15 -1.33
C 0.45112 -1.24798 -0.18536 0.24 1.52 1.00
C 0.09052 1.31734 -0.38938 2.99 -1.96 1.45
C 1.76021 -0.73101 0.07936 1.61 1.31 0.35
C 0.79165 0.04443 -0.82258 -0.76 -1.17 -1.59
F 0.27227 -2.40056 -0.75146 -0.39 -1.52 -1.09
I -3.43186 0.11096 -0.17427 -0.46 -0.08 -0.40
H -2.23486 0.45669 2.11976 -0.05 1.01 1.68
H 0.73089 2.10820 -0.71498 -0.16 1.00 -0.10
H 0.08360 1.20549 0.71082 -0.59 0.83 -0.51
H -0.81168 1.18333 -0.87312 -2.17 0.86 -0.56
H 2.68454 -1.15603 -0.33097 -0.52 -0.05 0.05
H 1.93707 -0.06239 0.91695 0.09 -0.63 0.53
H -1.15755 -0.64501 1.02093 -0.37 0.07 0.36
H 0.91929 -0.03470 -1.90512 0.22 -0.04 0.15



Looking at electronic energy for the records above, in order, we have -13724.6236, -16126.9812 eV.